1.
C14H9BrClF3O3S | the ωB97M-V functional and the def2-TZVPD basis

Values from the calculation:
DFT total energy = -4496.501028 hartree
Kohn-Sham gap = 9.4172 eV
strongest force on any atom = 6.10 eV Å⁻¹
SMILES string = Cc1c(Cl)cccc1Oc1ccc(S(=O)(=O)C(F)(F)F)cc1Br
HOMO = -9.4 eV

Last column: Löwdin charge in e.
CARTESIAN COORDINATES (ANGSTROEM)
O 3.17413 0.98113 3.79935  -0.308
O 1.10975 1.01193 5.00626  -0.269
F 1.32276 -1.76465 5.23856  0.098
F 0.60953 -1.88680 3.05892  0.082
F 2.78552 -2.00055 3.43795  0.104
Cl -1.13189 -3.35235 -3.17796  0.634
Br 2.23862 1.01308 -1.54118  0.794
O -1.22637 1.48130 -1.10355  0.032
C -0.60333 0.41200 -4.48883  -0.039
C -0.78822 -1.02635 -4.39791  -0.088
C -1.00337 1.41559 1.17892  -0.032
C -0.71899 1.27096 -3.37214  -0.018
C -0.40487 1.29879 2.38927  -0.057
C 1.64030 0.94198 1.16173  -0.128
C -1.00952 -1.56242 -3.11603  -0.547
C 0.98458 1.15768 -0.06098  -0.483
C -0.42572 1.41399 -0.05093  -0.317
C -1.02221 0.61352 -2.18680  -0.240
C -1.13500 -0.78356 -1.95182  -0.190
C 0.91036 0.96521 2.31452  -0.266
C -1.51362 -1.33916 -0.58530  -0.012
C 1.62153 -1.44164 3.92189  -0.487
S 1.77874 0.45385 3.90638  0.802
H -0.39631 0.76696 -5.39775  0.053
H -0.81168 -1.69048 -5.25821  0.094
H -2.10308 1.58122 1.29232  0.154
H -0.66378 2.37284 -3.55971  0.143
H -1.03412 1.18598 3.30708  0.150
H 2.70452 0.97322 1.12567  0.092
H -0.67125 -1.14440 0.17064  0.114
H -2.46682 -0.93403 -0.30802  0.085
H -1.75021 -2.38484 -0.75233  0.049

Forces on atoms 1 to 2 (eV/Å):
-2.45 -2.65 -0.41
-2.13 -0.40 1.75

---

2.
C15H10Cl2N2O3 | the ωB97M-V functional and the def2-TZVPD basis

Values from the calculation:
DFT total energy = -1833.113320 hartree
Kohn-Sham gap = 8.3082 eV
strongest force on any atom = 4.23 eV Å⁻¹
SMILES string = O=Cc1cccc(C(=O)c2cccc(C=O)c2NCl)c1NCl
HOMO = -9.3 eV

Last column: Löwdin charge in e.
CARTESIAN COORDINATES (ANGSTROEM)
O -0.84529 1.82432 4.82432  0.033
O 0.47776 1.85667 -5.32608  0.022
O -0.09299 -2.67439 -0.64055  0.104
Cl -2.31695 1.84314 0.62152  0.596
Cl -2.62054 0.25587 -2.79997  0.618
C -0.95829 1.62330 3.60831  -0.205
C -0.08115 1.10402 -4.48617  -0.183
C 0.08343 -1.54831 -0.18537  -0.317
C -0.16695 -2.03506 3.53835  -0.068
C 2.34461 1.02581 -1.60896  -0.043
C -0.51923 -0.76392 3.98371  0.020
C 1.71397 1.34056 -2.81247  0.014
C 0.04835 -2.29945 2.20613  0.008
C 1.77113 0.10043 -0.75374  -0.013
C -0.69390 0.30961 3.07821  -0.145
C 0.52106 0.72337 -3.21010  -0.124
C -0.13282 -1.25816 1.24624  -0.054
C 0.60156 -0.57040 -1.13936  -0.150
C -0.51476 0.06265 1.71016  -0.233
C -0.03940 -0.23922 -2.33321  -0.275
N -0.69676 1.08332 0.79385  -0.311
N -1.22894 -0.84840 -2.69330  -0.313
H -1.24731 2.44468 2.92622  0.090
H -1.07104 0.79636 -4.75314  0.069
H -0.03463 -2.87586 4.23256  0.116
H 3.28069 1.51567 -1.35574  0.113
H -0.62121 -0.59338 5.06477  0.130
H 2.16352 2.07881 -3.44331  0.117
H 0.33002 -3.28572 1.85360  0.123
H 2.29277 -0.13662 0.18205  0.140
H -0.30630 0.87554 -0.11437  0.031
H -1.44040 -1.73521 -2.21415  0.090

Forces on atoms 1 to 2 (eV/Å):
-0.33 0.05 -1.97
-0.95 -1.95 2.50

---

3.
C15H10N4 | the ωB97M-V functional and the def2-TZVPD basis

Values from the calculation:
DFT total energy = -796.617996 hartree
Kohn-Sham gap = 8.7983 eV
strongest force on any atom = 1.48 eV Å⁻¹
SMILES string = c1ccc(-c2nn3cnnc3c3ccccc23)cc1
HOMO = -8.9 eV

Last column: Löwdin charge in e.
CARTESIAN COORDINATES (ANGSTROEM)
C 3.25616 -1.85225 2.84383  -0.084
C 1.98345 -2.38391 2.71813  -0.076
C 1.08604 -1.83669 1.81936  -0.046
C 1.45966 -0.74889 1.03455  -0.183
C 2.74752 -0.23455 1.14773  -0.024
C 3.63753 -0.78022 2.05392  -0.075
H 4.63259 -0.37037 2.14228  0.104
H 3.03694 0.59790 0.52496  0.113
C 0.52555 -0.16924 0.05525  -0.165
N 0.99482 -0.04132 -1.14599  0.185
N 0.17091 0.43687 -2.07796  -0.029
C 0.38969 0.65671 -3.40083  -0.129
N -0.70162 1.09898 -3.95799  0.011
N -1.66282 1.18158 -3.03402  0.060
C -1.15489 0.78712 -1.89199  -0.237
C -1.69070 0.69425 -0.57520  -0.081
C -2.99878 1.07327 -0.26581  -0.007
C -3.43521 1.00413 1.03634  -0.061
C -2.57070 0.57883 2.04573  -0.064
C -1.28157 0.19689 1.75407  -0.018
C -0.81827 0.22152 0.43191  -0.082
H -0.61509 -0.11009 2.54558  0.111
H -2.91651 0.55423 3.06843  0.106
H -4.44504 1.29383 1.28482  0.108
H -3.63272 1.42121 -1.06550  0.118
H 1.32355 0.48629 -3.89211  0.117
H 0.10260 -2.26975 1.70521  0.120
H 1.68838 -3.23044 3.32037  0.105
H 3.95202 -2.27849 3.55094  0.103

Forces on atoms 1 to 2 (eV/Å):
0.03 -0.02 0.02
-0.01 -0.08 0.07

---

Repeat the second record exactly.
C15H10Cl2N2O3 | the ωB97M-V functional and the def2-TZVPD basis

Values from the calculation:
DFT total energy = -1833.113320 hartree
Kohn-Sham gap = 8.3082 eV
strongest force on any atom = 4.23 eV Å⁻¹
SMILES string = O=Cc1cccc(C(=O)c2cccc(C=O)c2NCl)c1NCl
HOMO = -9.3 eV

Last column: Löwdin charge in e.
CARTESIAN COORDINATES (ANGSTROEM)
O -0.84529 1.82432 4.82432  0.033
O 0.47776 1.85667 -5.32608  0.022
O -0.09299 -2.67439 -0.64055  0.104
Cl -2.31695 1.84314 0.62152  0.596
Cl -2.62054 0.25587 -2.79997  0.618
C -0.95829 1.62330 3.60831  -0.205
C -0.08115 1.10402 -4.48617  -0.183
C 0.08343 -1.54831 -0.18537  -0.317
C -0.16695 -2.03506 3.53835  -0.068
C 2.34461 1.02581 -1.60896  -0.043
C -0.51923 -0.76392 3.98371  0.020
C 1.71397 1.34056 -2.81247  0.014
C 0.04835 -2.29945 2.20613  0.008
C 1.77113 0.10043 -0.75374  -0.013
C -0.69390 0.30961 3.07821  -0.145
C 0.52106 0.72337 -3.21010  -0.124
C -0.13282 -1.25816 1.24624  -0.054
C 0.60156 -0.57040 -1.13936  -0.150
C -0.51476 0.06265 1.71016  -0.233
C -0.03940 -0.23922 -2.33321  -0.275
N -0.69676 1.08332 0.79385  -0.311
N -1.22894 -0.84840 -2.69330  -0.313
H -1.24731 2.44468 2.92622  0.090
H -1.07104 0.79636 -4.75314  0.069
H -0.03463 -2.87586 4.23256  0.116
H 3.28069 1.51567 -1.35574  0.113
H -0.62121 -0.59338 5.06477  0.130
H 2.16352 2.07881 -3.44331  0.117
H 0.33002 -3.28572 1.85360  0.123
H 2.29277 -0.13662 0.18205  0.140
H -0.30630 0.87554 -0.11437  0.031
H -1.44040 -1.73521 -2.21415  0.090

Forces on atoms 1 to 2 (eV/Å):
-0.33 0.05 -1.97
-0.95 -1.95 2.50